DFT (ωB97M-V with the def2-TZVPD basis set) results for a cluster of 2 separate species, C5H12S in total at a distorted geometry.

XYZ file:
```
18
Properties=species:S:1:pos:R:3:forces:R:3
C 0.966 -2.638 0.513 -1.13 -3.33 -1.09
C 0.712 -1.802 -0.727 2.46 0.74 -0.41
S 2.141 -0.472 -0.544 -2.16 0.12 -0.30
H 1.330 -3.703 0.154 -0.88 1.72 0.67
H 1.710 -2.402 1.244 0.18 1.00 0.14
H -0.009 -2.748 0.974 -0.07 -0.48 0.65
H -0.178 -1.204 -0.852 -0.29 0.08 0.82
H 0.716 -2.492 -1.622 0.69 1.09 0.55
H 2.955 -1.100 -1.330 1.18 -0.83 -1.00
C -3.411 1.855 0.421 2.64 0.46 -0.86
C -1.893 2.341 0.088 -1.20 0.03 0.24
C -0.892 1.882 0.932 -0.96 -0.96 -0.55
H -4.027 2.817 0.588 0.42 -1.90 0.59
H -3.371 0.894 1.061 -0.30 2.28 0.06
H -3.702 1.405 -0.489 -1.12 -0.15 -1.35
H -1.735 3.092 -0.784 -0.47 -1.02 1.74
H 0.020 2.344 1.130 1.57 0.99 -0.26
H -0.846 0.829 1.268 -0.56 0.17 0.38
```
Positions in Å, forces in eV/Å.

For the total energy, the calculation gives -16210.167 eV. The orbital gap (alpha / beta) is 0.08551 / 0.25795 hartree. Its expectation value of S² is 0.75. Its energy above the lowest of the compared OMol25 structures with the same formula, charge and spin is 246.14 kJ/mol. For the LUMO energy (alpha / beta), the calculation gives 3.51 / 3.67 eV. The calculation puts the HOMO energy (alpha / beta) at 1.19 / -3.35 eV. Its net charge is -1. As for the spin multiplicity: 2.